Record 1
9
Properties=species:S:1:pos:R:3:forces:R:3:mulliken_charge:R:1 method="wB97M-V/def2-TZVPD" gap_ha=0.3714 relative_energy_kcal_mol=101.3 total_charge=0 mol_weight_g_mol=72.1
C 1.264082 1.604165 1.795350 1.263 4.086 6.501 -0.358
C 1.072539 1.057045 0.811101 -1.161 -2.647 -5.031 -0.283
C -0.610325 -0.619900 -1.638055 1.596 -1.339 -0.627 -0.217
O -1.545415 0.137031 -1.247744 -2.062 1.026 1.061 -0.149
O -0.841703 -1.919378 -1.363292 2.262 -0.162 0.293 -0.390
H 1.404055 2.256168 2.647620 0.025 -0.693 -0.409 0.369
H 0.785998 0.687299 -0.115022 -0.046 -0.682 -1.034 0.329
H -2.263945 -0.221564 -0.653045 0.641 -0.295 -0.699 0.279
H 0.098485 -2.324228 -1.451022 -2.518 0.706 -0.056 0.420

***

Record 2
21
Properties=species:S:1:pos:R:3:forces:R:3:mulliken_charge:R:1 method="wB97M-V/def2-TZVPD" gap_ha=0.3689 relative_energy_kcal_mol=61.4 total_charge=0 smiles="C=C[C@]1(C)C[C@H]1C.[H][H]" mol_weight_g_mol=98.2
C -2.437094 -0.214944 -0.871750 0.165 0.033 -0.043 -0.698
C -1.144935 0.003043 -1.102958 -0.188 -0.074 0.008 -0.705
C -0.126198 0.167843 -0.019639 -0.113 0.011 0.053 1.638
C -0.246607 -0.726759 1.210870 -0.047 0.044 0.099 -1.851
C 0.173960 1.650589 0.090233 -0.015 0.295 0.127 -1.065
C 1.244877 0.715443 -0.366282 0.069 0.037 -0.105 0.219
C 2.404598 0.537391 0.590455 0.027 -0.051 0.035 -1.528
H -2.808034 -0.378078 0.136306 0.009 0.012 -0.102 0.242
H -3.172110 -0.223987 -1.667083 0.103 -0.046 -0.017 0.271
H -0.805941 0.187923 -2.122141 -0.022 -0.010 0.076 0.297
H -1.140130 -1.353224 1.159252 0.084 0.147 -0.005 0.445
H -0.295764 -0.155763 2.142091 -0.003 -0.025 -0.085 0.418
H 0.607936 -1.409078 1.288096 -0.125 0.130 -0.048 0.309
H -0.307001 2.290667 -0.643393 0.033 -0.074 0.147 0.280
H 0.252207 2.085733 1.080617 0.111 -0.030 -0.015 0.281
H 1.519254 0.737566 -1.420331 -0.106 0.037 0.121 0.381
H 2.053967 0.565784 1.627977 0.082 -0.043 -0.163 0.324
H 2.956977 -0.396498 0.446432 -0.110 0.062 -0.046 0.328
H 3.107919 1.369203 0.468255 -0.070 -0.150 -0.009 0.395
H -1.203944 -2.494397 -1.066412 0.098 -0.142 -0.013 -0.197
H -0.633935 -2.958456 -0.960597 0.018 -0.162 -0.014 0.214

***

Record 3
7
Properties=species:S:1:pos:R:3:forces:R:3:mulliken_charge:R:1 method="wB97M-V/def2-TZVPD" gap_ha=0.3756 relative_energy_kcal_mol=40.4 total_charge=0 mol_weight_g_mol=91.0
C -0.898481 0.082159 0.016222 -0.253 -1.682 -1.550 -0.076
N 0.010597 1.144387 0.134589 1.478 3.141 -0.040 -0.507
O 2.635252 -0.109853 0.038525 1.520 0.084 -0.110 -0.580
O 0.012969 -0.991696 0.136478 3.191 -2.269 0.187 -0.351
P 1.231207 0.139569 0.045086 -5.138 -1.076 1.031 1.090
H -1.758660 -0.148260 0.613720 -0.113 0.895 1.370 0.246
H -1.232881 -0.116308 -0.984622 -0.684 0.907 -0.887 0.178

***

Record 4
55
Properties=species:S:1:pos:R:3:forces:R:3:mulliken_charge:R:1 method="wB97M-V/def2-TZVPD" gap_ha=0.2104 relative_energy_kcal_mol=2.3 total_charge=-2 mol_weight_g_mol=604.9
Rb 0.797889 0.067072 -0.163393 0.019 -0.107 0.220 0.750
C 3.442086 -1.202746 1.280767 -0.071 -0.067 -0.033 -0.495
C 2.604706 -0.916794 2.377182 -0.104 0.017 -0.040 -0.729
C 2.568983 0.481380 2.540711 -0.066 0.004 0.007 -0.279
C 3.386736 1.060253 1.548006 -0.066 0.026 -0.032 -0.571
C 3.922982 0.017559 0.767548 0.034 0.057 -0.049 -0.614
H 3.645642 -2.187951 0.878145 0.047 0.003 0.027 0.370
H 2.025105 -1.633464 2.944726 0.068 -0.017 0.042 0.350
H 1.980718 1.014216 3.278603 0.061 -0.011 0.033 0.414
H 3.539903 2.120533 1.387069 0.042 -0.004 0.023 0.358
H 4.561337 0.136756 -0.098656 0.029 0.002 0.021 0.351
O -2.873938 -2.495844 1.868602 0.004 -0.015 0.024 -0.810
C -2.615611 -1.291925 1.728405 -0.147 -0.088 0.010 -0.002
O -1.566683 -0.743560 1.309354 0.220 -0.043 -0.031 -0.408
C -3.707368 -0.299359 2.151557 -0.005 0.100 0.018 0.022
C -4.488938 -0.601487 3.264717 -0.037 0.036 -0.011 -0.640
C -5.385724 0.322224 3.773301 -0.026 -0.003 0.019 -0.422
C -5.522230 1.564262 3.163463 -0.019 0.024 -0.009 -0.738
C -4.775035 1.858758 2.035212 0.043 0.000 0.010 -0.146
C -3.872814 0.932544 1.509436 -0.010 -0.135 0.027 0.332
P -2.861421 1.292171 0.012056 -0.125 0.111 -0.133 0.389
C -4.037217 2.192179 -1.092500 0.199 0.039 0.006 0.323
C -3.429495 2.785364 -2.208881 -0.026 0.002 0.010 -0.567
C -4.187875 3.375918 -3.204489 -0.069 -0.004 -0.032 -0.787
C -5.577442 3.358005 -3.128240 0.025 0.031 -0.001 -0.447
C -6.191341 2.745214 -2.048092 0.004 -0.028 0.014 -0.605
C -5.427809 2.166701 -1.038487 -0.029 -0.025 -0.012 -0.493
C -1.877330 2.684950 0.722507 0.129 -0.132 -0.014 0.876
C -1.920750 4.012667 0.311815 -0.021 0.043 0.082 -0.306
C -1.068803 4.952776 0.878101 0.017 0.022 -0.013 -0.631
C -0.149757 4.579799 1.846051 -0.011 0.021 -0.013 -0.645
C -0.090860 3.254398 2.256882 -0.009 0.032 0.002 -0.606
C -0.950919 2.317379 1.706212 0.054 0.030 -0.031 -0.586
H -4.362159 -1.574257 3.722509 0.025 -0.009 -0.022 0.464
H -5.973007 0.086656 4.654178 0.008 -0.017 0.005 0.359
H -6.205806 2.301633 3.569037 -0.002 0.005 -0.002 0.361
H -4.875840 2.829567 1.562899 -0.001 0.003 0.008 0.525
H -2.346188 2.765605 -2.292952 -0.014 -0.016 -0.049 0.594
H -3.695832 3.831750 -4.055174 0.023 -0.010 0.004 0.421
H -6.174618 3.807333 -3.913238 0.006 0.002 -0.002 0.349
H -7.273430 2.708666 -1.987407 0.003 -0.002 0.003 0.374
H -5.926849 1.679310 -0.211050 -0.006 0.002 -0.003 0.428
H -2.611491 4.329654 -0.457246 -0.029 -0.010 0.010 0.386
H -1.113877 5.982169 0.541075 -0.001 0.003 -0.004 0.366
H 0.530110 5.313339 2.262776 0.004 -0.008 0.010 0.357
H 0.644747 2.941817 2.987371 -0.021 -0.021 -0.008 0.271
H -0.896478 1.276041 2.010300 -0.034 0.046 0.060 0.678
F -0.779053 -0.368200 -3.734859 0.075 0.078 -0.079 -0.230
C -0.226439 0.669917 -4.387493 -0.212 -0.111 -0.058 0.634
F -1.238339 1.427202 -4.856417 0.118 -0.049 0.050 -0.239
F 0.424743 0.173423 -5.456806 -0.060 0.031 0.077 -0.255
S 0.898931 1.627414 -3.291623 0.082 0.154 -0.069 1.064
O 1.353029 2.691223 -4.154449 0.018 -0.044 0.018 -0.701
O 1.883897 0.635661 -2.911327 -0.006 -0.020 -0.061 -0.737
O 0.021085 2.025495 -2.205939 -0.127 0.075 -0.030 -0.477

***

Record 5
10
Properties=species:S:1:pos:R:3:forces:R:3:mulliken_charge:R:1 method="wB97M-V/def2-TZVPD" gap_ha=0.3282 relative_energy_kcal_mol=92.7 total_charge=0 smiles="OC1=C=CNN1" mol_weight_g_mol=84.1
O -2.125025 0.106506 0.454220 0.352 0.278 0.164 -0.468
C -0.801754 0.146378 0.273307 -0.204 -0.415 -0.423 0.802
C 0.142122 1.047437 0.790517 0.490 -0.131 -0.174 -0.962
C 1.276481 0.465411 0.270796 -0.545 -0.054 1.736 -0.334
N 1.071868 -0.746102 -0.490562 1.705 2.007 -1.034 -0.435
N -0.283380 -0.812207 -0.523860 -0.924 0.140 0.005 0.055
H -2.320067 0.866034 1.028701 -0.010 -0.147 -0.069 0.376
H 2.328313 0.718612 0.403382 -0.267 0.098 -0.183 0.401
H 1.450976 -0.160925 -1.312993 -0.612 -1.841 -0.074 0.302
H -0.739537 -1.631140 -0.893511 0.016 0.064 0.051 0.264

***

Record 6
13
Properties=species:S:1:pos:R:3:forces:R:3:mulliken_charge:R:1 method="wB97M-V/def2-TZVPD" gap_ha=0.3849 relative_energy_kcal_mol=73.4 total_charge=0 smiles=C#C[C@@H]1CN1C mol_weight_g_mol=81.1
C 2.898926 -0.855245 -0.564542 -0.425 0.149 0.011 0.416
C 1.771450 -0.433362 -0.584074 0.443 -0.144 -0.009 -0.983
C 0.423333 0.094062 -0.638054 0.088 -0.056 -0.190 -0.042
C -0.009257 1.245458 0.206628 0.028 0.263 0.046 -0.401
N -0.437473 -0.097797 0.519481 -0.038 -0.049 0.056 -0.336
C -1.821340 -0.416719 0.218793 -0.178 -0.060 -0.034 -0.815
H 3.895862 -1.236194 -0.535012 -0.180 0.070 -0.009 0.415
H -0.054625 0.023746 -1.616762 0.079 -0.002 0.154 0.338
H -0.733347 1.931556 -0.236306 0.093 -0.145 0.072 0.260
H 0.695759 1.692844 0.902284 -0.090 -0.082 -0.125 0.253
H -1.916913 -1.496195 0.068625 0.006 0.147 0.024 0.286
H -2.200634 0.097171 -0.682094 0.088 -0.049 0.123 0.327
H -2.446348 -0.128588 1.069688 0.087 -0.042 -0.121 0.281